The following is a quantum chemistry calculation of a cluster of 4 separate species, C35H83ClF4N9O8P4 in total at a distorted geometry, from the Open Molecules 2025 dataset.

XYZ file:
```
144
Properties=species:S:1:pos:R:3:forces:R:3
C 4.762088 -8.740371 1.509954 0.89 -1.00 -0.19
C 3.855327 -8.010239 1.265353 -1.05 1.10 0.10
C 2.725291 -7.084826 0.870365 1.81 -1.17 1.18
C 3.259469 -5.696712 1.282272 0.19 -0.02 -0.26
F 2.651263 -4.715154 0.517249 -0.21 0.02 0.16
C 3.217220 -5.372675 2.782473 -0.25 0.74 0.05
C 2.274843 -4.197654 3.106406 -0.10 -0.23 0.33
O 2.672666 -7.262469 -0.493841 -0.61 0.27 0.13
P 1.136974 -7.850384 -1.048636 -2.15 -0.41 0.11
O 1.700298 -9.468531 -1.311668 0.73 0.34 -0.63
C -0.617789 -8.412950 -1.533495 -0.11 0.46 -0.73
C -1.578786 -7.263174 -1.943274 -0.20 -0.92 0.67
C -2.210554 -6.565798 -0.712793 0.29 0.11 -0.02
C -1.819289 -5.110858 -0.354167 0.05 -0.07 -0.01
C -0.868192 -4.344018 -1.273784 -0.71 0.81 0.23
C -0.805587 -2.889149 -0.799107 0.14 -0.54 -0.40
O 0.092508 -2.852029 0.290188 0.04 0.30 0.13
C 0.146806 -1.584431 0.907627 0.03 -0.48 0.13
C 1.595386 -7.299328 -2.777061 0.07 -0.13 0.58
C 2.958492 -7.809251 -3.247762 -0.61 0.03 -0.75
O 2.787903 -8.598959 -4.431439 0.33 -0.01 -0.35
C 3.949274 -6.691398 -3.633355 0.76 -0.87 0.37
F 5.208209 -7.057953 -3.225140 -0.29 0.23 -0.16
F 4.049844 -6.525465 -4.967871 -0.23 0.53 0.38
F 3.707831 -5.511922 -3.042166 -0.02 -0.17 -0.47
O 0.779932 -8.399190 0.652502 0.84 -0.32 0.46
C 1.495945 -7.757624 1.615908 -1.03 -0.37 -2.25
Cl 0.274246 -6.655120 2.424630 0.36 0.26 0.58
H 5.518911 -9.484103 1.455601 0.11 0.06 0.32
H 4.307892 -5.691887 0.979471 -0.05 -0.01 -0.26
H 4.214064 -5.058895 3.095748 0.12 -0.21 -0.03
H 2.969895 -6.243936 3.385694 -0.11 -0.14 -0.17
H 2.811680 -3.251101 3.109729 -0.03 0.07 -0.18
H 1.845202 -4.303005 4.101418 0.09 -0.04 0.08
H 1.435751 -4.140810 2.421280 0.06 0.08 -0.13
H 0.557487 -6.615921 -0.607281 0.29 0.20 -0.35
H 1.235034 -10.047100 -0.706937 -0.03 0.10 0.18
H -1.093951 -8.985379 -0.735342 0.07 0.02 0.14
H -0.579879 -9.084969 -2.399492 0.32 -0.10 0.07
H -2.394460 -7.777270 -2.463479 -0.07 0.23 -0.18
H -1.122439 -6.603255 -2.680782 0.09 0.23 0.18
H -1.982181 -7.191320 0.150925 0.05 -0.02 0.04
H -3.297145 -6.621954 -0.817194 -0.04 0.15 -0.05
H -1.403408 -5.060576 0.652726 0.08 -0.19 0.02
H -2.739232 -4.518474 -0.303621 -0.03 0.03 -0.07
H -1.276785 -4.341546 -2.287812 0.21 -0.09 -0.13
H 0.158049 -4.702331 -1.263031 -0.05 -0.33 -0.13
H -0.459173 -2.232272 -1.605818 0.08 0.10 0.08
H -1.809204 -2.546268 -0.509886 0.02 0.10 0.11
H -0.029669 -0.802747 0.163965 -0.02 0.21 0.16
H -0.581599 -1.543306 1.728353 -0.20 0.26 -0.15
H 1.126816 -1.470501 1.371532 0.10 0.02 -0.13
H 1.493421 -6.215953 -2.811171 0.21 0.04 0.02
H 0.828565 -7.694965 -3.440512 0.09 -0.06 -0.17
H 3.462614 -8.445871 -2.525501 -0.07 0.33 0.38
H 2.038904 -9.179244 -4.274827 0.02 -0.04 0.26
H 1.879050 -8.495234 2.314879 -0.25 0.46 0.70
O -1.535778 0.369206 -2.002785 2.30 0.55 2.26
P -1.685928 1.855392 -1.843866 -4.32 1.07 -3.61
N -3.297551 1.945094 -1.240953 -0.09 0.44 0.36
C -4.513852 2.113894 -1.998708 -0.07 0.10 -0.20
C -3.504867 1.251545 0.021660 0.44 -0.27 0.08
N -1.440267 2.295123 -3.497665 0.58 -0.55 -0.36
C -2.418229 2.949064 -4.335280 0.03 0.54 0.26
C -0.636738 1.368035 -4.289587 -0.11 -0.29 0.04
N -1.331470 3.445600 -1.355155 1.58 -0.91 0.86
C -2.225265 4.401471 -0.736222 -0.24 -0.16 0.69
C -0.070318 4.040748 -1.796822 0.15 -0.06 -0.05
H -5.266439 2.609320 -1.373761 -0.01 -0.16 0.09
H -4.930931 1.159755 -2.349667 -0.03 0.04 -0.06
H -4.396267 2.774762 -2.853179 0.19 -0.12 -0.03
H -2.938289 1.737634 0.827611 0.02 -0.08 0.00
H -3.189444 0.203112 -0.025399 -0.02 0.01 0.02
H -4.554214 1.268829 0.314840 -0.05 0.14 -0.14
H -3.236065 2.273441 -4.620008 -0.04 0.08 -0.04
H -1.946007 3.301851 -5.255841 0.10 -0.06 0.02
H -2.822992 3.843639 -3.854767 -0.10 -0.09 0.09
H -1.220995 0.516973 -4.660502 0.07 -0.04 -0.02
H 0.192038 0.974661 -3.706241 -0.08 -0.08 0.04
H -0.203701 1.893163 -5.145652 -0.13 0.13 0.02
H -2.923143 4.817298 -1.468449 -0.05 -0.07 0.01
H -1.662940 5.233654 -0.304192 0.23 -0.07 -0.20
H -2.785915 3.979412 0.095069 -0.13 -0.12 -0.15
H -0.228003 4.680692 -2.668697 -0.01 0.03 0.05
H 0.653737 3.271085 -2.058024 -0.05 -0.03 -0.07
H 0.378245 4.639471 -0.998708 -0.09 -0.03 0.04
O 1.521915 -1.759489 4.951728 -0.53 -2.22 2.38
P 1.349444 -0.862100 6.140596 0.46 5.17 -2.56
N -0.063302 0.007887 5.681106 -0.30 0.19 0.51
C -0.134407 1.269395 4.982378 0.12 0.19 -0.04
C -1.239870 -0.824389 5.471919 0.18 -0.51 0.01
N 2.859878 -0.024805 6.017946 0.61 -0.51 -0.19
C 3.005015 1.393538 5.791167 -0.16 0.17 0.52
C 3.938163 -0.754573 5.355309 -0.11 -0.12 -0.29
N 1.204750 -0.394116 7.774130 0.18 -1.95 0.28
C 0.215734 0.489837 8.358267 -0.62 -0.22 0.03
C 2.306135 -0.706966 8.679261 0.00 -0.14 0.01
H -1.061324 1.786047 5.257816 -0.09 -0.13 -0.10
H -0.117153 1.150324 3.890187 0.03 0.06 0.00
H 0.653783 1.961032 5.267076 0.12 -0.18 -0.03
H -1.560339 -1.285186 6.416004 0.00 -0.05 -0.05
H -1.054741 -1.628028 4.751153 -0.03 0.02 0.00
H -2.079565 -0.236148 5.103412 0.10 0.18 0.04
H 2.746141 1.677055 4.762649 0.01 0.10 0.03
H 4.041420 1.696306 5.964895 0.03 -0.12 -0.01
H 2.407503 1.975317 6.498360 -0.15 -0.02 -0.10
H 3.876915 -0.692943 4.262014 0.05 -0.06 0.00
H 3.923260 -1.806185 5.631119 -0.08 -0.01 -0.10
H 4.905238 -0.354405 5.673350 -0.08 0.16 0.05
H 0.426207 1.536323 8.115949 -0.04 -0.01 -0.06
H 0.216281 0.392675 9.447145 0.22 -0.09 -0.03
H -0.797187 0.249832 8.045656 0.03 0.09 -0.17
H 2.957294 0.162103 8.815156 0.02 -0.01 -0.01
H 2.907710 -1.527679 8.294356 0.07 0.07 -0.07
H 1.931784 -1.021476 9.657301 -0.07 0.02 -0.04
O -1.049310 7.043494 -3.449968 2.32 0.06 2.30
P -0.990051 8.522397 -3.173422 -4.10 1.86 -3.46
N -2.569912 8.789808 -2.549238 -0.04 0.46 0.32
C -3.751884 9.189603 -3.276587 -0.07 0.13 -0.20
C -2.867381 8.030961 -1.345052 0.46 -0.28 0.12
N -0.667182 9.045891 -4.787816 0.50 -0.57 -0.38
C -1.537534 9.893852 -5.569647 0.09 0.50 0.28
C 0.004171 8.078379 -5.651787 -0.16 -0.28 0.02
N -0.412051 10.001776 -2.562054 1.39 -1.19 0.72
C -1.162840 11.026635 -1.861506 -0.21 -0.14 0.63
C 0.924970 10.436610 -2.959114 0.10 -0.09 0.07
H -4.425763 9.732894 -2.604949 -0.03 -0.16 0.08
H -4.299467 8.335543 -3.698016 -0.02 0.05 -0.05
H -3.542985 9.894881 -4.076648 0.17 -0.15 -0.04
H -2.233086 8.368245 -0.513756 -0.01 -0.08 0.01
H -2.690785 6.962837 -1.488627 -0.05 0.00 0.03
H -3.900483 8.158462 -1.023693 -0.04 0.18 -0.19
H -2.439754 9.365003 -5.902831 -0.04 0.09 -0.03
H -1.013887 10.246149 -6.462049 0.08 -0.09 0.02
H -1.817691 10.795873 -5.019416 -0.13 -0.09 0.09
H -0.691495 7.350131 -6.086167 0.06 -0.04 -0.02
H 0.764196 7.528182 -5.102702 -0.09 -0.06 0.03
H 0.514188 8.601011 -6.465419 -0.11 0.15 0.03
H -1.789413 11.599098 -2.551963 -0.05 -0.05 0.00
H -0.482204 11.725725 -1.369775 0.16 -0.08 -0.15
H -1.785900 10.621695 -1.068544 -0.13 -0.06 -0.13
H 0.870903 11.157930 -3.779663 0.01 -0.01 -0.01
H 1.530552 9.593429 -3.284212 -0.04 0.00 -0.11
H 1.451158 10.898223 -2.119835 -0.08 -0.01 0.04
```
Positions in Å, forces in eV/Å.

**Gap between HOMO and LUMO**: 6.3 eV
**Total charge**: -1
**Total energy**: -127975.566 eV
**HOMO level**: -4.89 eV

Atomic partial charges in e from the Löwdin method, atoms 1 to 2:
1. C 0.123
2. C -0.061